[1]
{
  "formula": "CHBrI2",
  "method": "ωB97M-V with the def2-TZVPD basis set",
  "relative_energy_kcal_mol": 72.2,
  "e_homo_ev": [-9.452, -9.449],
  "lumo_energy_ev": [-1.7, -1.7],
  "orbital_gap_ev": [7.78, 7.78],
  "total_charge": 0,
  "elements": ["C", "Br", "I", "I", "H"],
  "coordinates": [[-0.0299, -0.0495, 0.0771], [-0.4630, -0.4959, -1.9308], [-1.8698, 0.1594, 1.1800], [1.5889, -1.2574, 0.7593], [0.7738, 1.6434, -0.0856]],
  "mulliken_charge": [-0.549, -0.068, 0.183, 0.191, 0.242]
}


[2]
{
  "formula": "C24H71N5O9",
  "method": "ωB97M-V with the def2-TZVPD basis set",
  "relative_energy_kcal_mol": 72.4,
  "e_homo_ev": -8.504,
  "smiles": "COC[C@H](C)N.COC[C@H](C)N.COC[C@H](C)N.COC[C@H](C)N.COC[C@H](C)N.CO.CO.CO.CO",
  "lumo_energy_ev": 0.2,
  "orbital_gap_ev": 8.69,
  "total_charge": 0,
  "elements": ["C", "O", "C", "C", "C", "N", "H", "H", "H", "H", "H", "H", "H", "H", "H", "H", "H", "C", "O", "C", "C", "C", "N", "H", "H", "H", "H", "H", "H", "H", "H", "H", "H", "H", "C", "O", "C", "C", "C", "N", "H", "H", "H", "H", "H", "H", "H", "H", "H", "H", "H", "C", "O", "C", "C", "C", "N", "H", "H", "H", "H", "H", "H", "H", "H", "H", "H", "H", "C", "O", "C", "C", "C", "N", "H", "H", "H", "H", "H", "H", "H", "H", "H", "H", "H", "C", "O", "H", "H", "H", "H", "C", "O", "H", "H", "H", "H", "C", "O", "H", "H", "H", "H", "C", "O", "H", "H", "H", "H"],
  "coordinates": [[4.1596, 2.1020, -3.8102], [4.7602, 1.1374, -2.9631], [4.6260, -0.1766, -3.5150], [3.3579, -0.8148, -2.9056], [3.4975, -0.9665, -1.4058], [3.0839, -2.0856, -3.5437], [3.2057, 1.7708, -4.2338], [4.7719, 2.3676, -4.6754], [3.8974, 2.9928, -3.2403], [4.5135, -0.1748, -4.6017], [5.5048, -0.7631, -3.2461], [2.5151, -0.1552, -3.1539], [4.4152, -1.5071, -1.1608], [2.6867, -1.5396, -0.9529], [3.5886, 0.0401, -0.9954], [3.1669, -1.9832, -4.5476], [2.1238, -2.3309, -3.3176], [0.8573, 2.7415, -1.9842], [-0.1984, 3.6601, -1.7432], [-0.8965, 3.3399, -0.5370], [-2.1393, 4.2150, -0.4206], [-3.0827, 4.2060, -1.6210], [-1.7018, 5.5649, -0.0298], [1.2380, 3.0195, -2.9672], [0.5225, 1.7048, -2.0720], [1.6175, 2.8881, -1.2132], [-1.1905, 2.2857, -0.5374], [-0.1582, 3.5412, 0.2443], [-2.6729, 3.7595, 0.4201], [-2.5419, 4.5139, -2.5185], [-3.9178, 4.9011, -1.5367], [-3.4632, 3.1963, -1.7873], [-0.9262, 5.7961, -0.6387], [-2.4427, 6.2431, -0.1387], [-5.4601, 2.6152, 0.5621], [-5.7482, 1.3014, 0.1303], [-4.9454, 0.3014, 0.7127], [-3.4635, 0.2085, 0.3122], [-3.2519, 0.2646, -1.1858], [-2.9126, -1.0505, 0.8061], [-6.0941, 3.2716, -0.0344], [-4.4553, 2.9518, 0.2856], [-5.6033, 2.7177, 1.6393], [-5.0595, 0.3314, 1.8038], [-5.4294, -0.6499, 0.4755], [-2.9365, 1.0730, 0.7400], [-3.9323, -0.5004, -1.5690], [-2.2139, 0.0817, -1.4550], [-3.5533, 1.2014, -1.6577], [-2.8123, -1.0509, 1.8195], [-1.9618, -1.1376, 0.4445], [-4.4300, -1.9774, 4.0836], [-3.2175, -1.3074, 3.7788], [-2.2984, -1.3551, 4.8677], [-1.0589, -0.5731, 4.4899], [-0.1756, -1.4444, 3.6094], [-0.3646, -0.0230, 5.6445], [-4.9933, -2.1687, 3.1711], [-4.9971, -1.4055, 4.8197], [-4.2338, -2.9873, 4.4578], [-2.7960, -0.8969, 5.7302], [-2.1120, -2.4016, 5.1317], [-1.5063, 0.2324, 3.8998], [0.7944, -1.0244, 3.3281], [-0.6344, -1.6599, 2.6434], [0.0832, -2.4221, 4.0254], [-0.2927, -0.7542, 6.3427], [0.5648, 0.1856, 5.3016], [-0.7891, -1.4801, -3.0220], [0.2173, -2.5058, -3.1629], [0.2131, -3.4189, -2.0777], [1.0397, -4.6521, -2.4865], [0.6506, -5.2048, -3.8751], [0.9499, -5.7227, -1.4861], [-1.7570, -1.9776, -2.9387], [-0.9183, -0.8172, -3.8776], [-0.5156, -0.8783, -2.1564], [0.6401, -2.9911, -1.1675], [-0.8206, -3.7146, -1.8722], [2.0877, -4.3517, -2.4545], [1.0558, -6.2087, -4.0078], [0.9450, -4.5830, -4.7203], [-0.4311, -5.3486, -3.9430], [1.6050, -6.4505, -1.7273], [0.0279, -6.1033, -1.3289], [3.0519, -2.8193, 1.4587], [1.8008, -3.2029, 0.8687], [3.9114, -3.3499, 1.0561], [3.1412, -1.7369, 1.3386], [2.9993, -2.9522, 2.5408], [1.9565, -3.8858, 0.2085], [2.0312, 1.8841, 4.0594], [2.6322, 0.6988, 4.5380], [1.5245, 2.3959, 4.8761], [2.8427, 2.5589, 3.7709], [1.3629, 1.7475, 3.2074], [3.2783, 0.3737, 3.9083], [3.5651, 4.1150, 0.9480], [2.7376, 2.9635, 0.9272], [4.2375, 4.1758, 0.0885], [2.9474, 5.0085, 0.8695], [4.1355, 4.1412, 1.8783], [3.2821, 2.1859, 1.0701], [0.5126, 0.1494, 0.0760], [-0.0269, -1.1678, 0.2125], [1.4980, 0.1306, 0.5418], [0.5887, 0.4750, -0.9643], [-0.1868, 0.8386, 0.5528], [0.6993, -1.7556, 0.4671]],
  "mulliken_charge": [-0.724, -0.336, -1.057, 1.035, -0.491, -0.730, 0.284, 0.327, 0.275, 0.469, 0.365, -0.219, 0.488, -0.070, 0.196, 0.252, 0.212, 0.046, -0.563, 0.819, 0.503, -1.233, -0.739, 0.274, 0.026, 0.033, -1.061, 0.573, 0.083, 0.362, 0.367, 0.212, 0.315, 0.260, -0.425, -0.397, -0.959, 1.293, -0.712, -0.605, 0.244, -0.106, 0.361, 0.374, 0.357, -0.094, 0.470, -0.288, 0.020, 0.195, 0.109, -0.991, -0.228, -1.099, 0.928, -0.957, -0.789, 0.303, 0.341, 0.361, 0.388, 0.456, -0.012, 0.077, 0.213, 0.392, 0.278, 0.214, -0.812, -0.464, -0.169, 0.207, -1.673, -0.521, 0.382, 0.419, -0.042, -0.368, 0.842, 0.396, 0.461, 0.298, 0.301, 0.269, 0.221, -0.611, -0.448, 0.355, 0.135, 0.248, 0.309, -0.574, -0.544, 0.369, 0.253, 0.241, 0.293, -0.832, -0.225, 0.278, 0.292, 0.315, 0.176, 0.909, 0.164, 0.202, -1.063, -0.049, -0.196]
}


[3]
{
  "formula": "C3H5NO2S",
  "method": "ωB97M-V with the def2-TZVPD basis set",
  "relative_energy_kcal_mol": 74.2,
  "e_homo_ev": -8.932,
  "smiles": "O=CCN(O)C=S",
  "lumo_energy_ev": 0.0,
  "orbital_gap_ev": 8.95,
  "total_charge": 0,
  "elements": ["O", "C", "C", "N", "O", "C", "S", "H", "H", "H", "H", "H"],
  "coordinates": [[-2.1784, -0.3073, -0.9961], [-1.8563, -1.0037, -0.0107], [-0.6970, -0.6942, 0.8143], [-0.0332, 0.5539, 0.4521], [-1.0040, 1.6033, 0.3490], [1.1704, 0.6864, -0.2920], [2.3587, -0.4348, -0.1689], [-2.4996, -1.8620, 0.3050], [0.0177, -1.5677, 0.7489], [-0.7997, -0.7566, 1.9345], [-1.6276, 1.2599, -0.3995], [1.1592, 1.7070, -0.9456]],
  "mulliken_charge": [-0.571, 0.202, -0.625, 0.113, -0.458, -0.007, -0.323, 0.340, 0.318, 0.324, 0.413, 0.273]
}


[4]
{
  "formula": "C19H32N2O4",
  "method": "ωB97M-V with the def2-TZVPD basis set",
  "relative_energy_kcal_mol": 409.3,
  "e_homo_ev": -7.161,
  "lumo_energy_ev": 0.7,
  "orbital_gap_ev": 7.83,
  "total_charge": 0,
  "elements": ["C", "C", "O", "C", "C", "C", "C", "C", "C", "O", "C", "C", "H", "H", "H", "H", "H", "O", "C", "C", "H", "H", "H", "H", "H", "H", "C", "O", "N", "H", "C", "H", "C", "C", "H", "H", "H", "H", "C", "N", "C", "H", "H", "H", "C", "H", "H", "H", "H", "H", "H", "H", "H", "H", "H", "H", "H"],
  "coordinates": [[-3.5791, -3.3363, -1.3721], [-3.5499, -3.2491, 0.0584], [-2.3728, -2.5908, 0.6066], [-2.0838, -1.4301, 0.3804], [-0.7784, -1.3414, 0.5904], [-0.2992, 0.0061, 0.6670], [-1.1064, 1.0142, 0.2933], [-2.3595, 0.9558, -0.3500], [-2.9789, -0.3130, -0.1566], [-4.2025, -0.5963, -0.4143], [-5.2902, 0.4572, 0.2399], [-6.2290, 0.9995, -0.9297], [-6.5494, -0.0461, -1.5669], [-6.8918, 1.5601, -0.3047], [-5.5435, 1.5494, -1.5806], [-4.8379, 0.9870, 0.9787], [-5.7928, -0.5672, 0.9179], [-3.1925, 1.8350, -0.6787], [-2.6128, 3.3384, -0.8893], [-2.7645, 3.9729, 0.6504], [-2.4934, 4.9618, 0.3223], [-3.8534, 3.9794, 1.1136], [-2.0500, 3.5619, 1.2789], [-3.4972, 3.7618, -1.3243], [-1.7248, 3.4624, -1.5237], [-0.4586, 2.1267, 0.0239], [1.1730, 0.2299, 0.9945], [1.5420, 1.7007, 1.2839], [1.9415, -0.6670, 1.0795], [1.7476, -1.5467, 0.6541], [3.4400, -0.3669, 1.1904], [3.7354, -1.3482, 1.7224], [4.3028, -0.3424, -0.0190], [4.1698, -1.7932, -0.8837], [4.4151, -2.5929, -0.2432], [3.2362, -1.6066, -1.2332], [4.9278, -1.6019, -1.8546], [3.8729, 0.4661, -0.3655], [5.7107, -0.0447, 0.3545], [6.4779, 0.1360, -0.7318], [6.5070, 1.1859, -1.3695], [6.5569, 2.2053, -0.6701], [5.2951, 1.3292, -1.8183], [7.0103, 1.1185, -2.3894], [7.8782, -0.1407, -0.5508], [8.7399, -0.2374, -1.3995], [8.4525, 0.4490, 0.2614], [8.2290, -1.3308, 0.0166], [5.7980, 0.9215, 0.8465], [5.9605, -0.8508, 1.0028], [3.5595, 0.4928, 1.7700], [-0.2332, -1.9565, 1.1000], [-3.5539, -4.1799, 0.4028], [-4.5297, -2.7718, 0.4649], [-2.6009, -3.9171, -1.6384], [-4.4442, -3.7969, -1.6168], [-3.6639, -2.4049, -1.9659]],
  "mulliken_charge": [-1.126, -0.328, -0.482, -0.451, -0.908, 0.943, -0.123, 0.442, 0.415, -0.471, -0.593, -0.935, 0.214, 0.384, 0.232, 0.563, 0.279, -0.361, -0.699, -0.858, 0.431, 0.205, 0.347, 0.391, 0.405, 0.101, 0.037, -0.791, 0.003, 0.388, -1.960, 0.328, 0.596, -1.458, 0.348, 0.541, 0.281, 0.682, -1.371, 0.628, -1.119, 0.242, 0.187, 0.396, -0.978, 0.265, 0.356, 0.211, 0.379, 0.531, 0.663, 0.943, 0.547, 0.128, 0.256, 0.487, 0.238]
}